62
Properties=species:S:1:pos:R:3:forces:R:3:mulliken_charge:R:1 method="wB97M-V/def2-TZVPD" homo_ha=-0.367 spin_multiplicity=1 total_charge=+1 total_energy_ha=-1418.76447 max_force_ev_per_a=2.693
H -4.274 1.535 -4.313 -0.38 -0.57 0.04 0.338
H -6.063 -0.421 1.609 0.09 0.00 -0.20 0.303
O -6.427 -0.589 2.478 0.18 0.09 0.15 -0.631
C -7.390 3.137 -3.945 0.03 -0.90 0.08 -1.141
C -6.040 2.506 -3.456 -0.46 2.25 0.56 0.552
O 0.114 1.348 1.627 0.69 -2.55 -0.50 -0.514
H -5.943 1.168 -5.106 0.37 -0.46 0.38 0.343
H 0.695 -1.381 -4.298 0.25 0.20 -0.07 0.304
H 0.039 -1.862 0.467 -0.05 0.07 -0.39 0.373
H 2.938 -5.192 -0.161 -0.09 0.09 -0.23 0.308
H 2.380 -1.098 0.900 -0.39 -0.31 0.66 0.351
O 3.244 -5.812 0.501 0.19 -0.09 -0.03 -0.624
H 3.764 1.136 -4.641 0.32 -0.10 0.14 0.324
H 2.757 0.469 1.606 -0.46 0.09 0.30 0.335
O 2.948 1.274 -5.122 -0.37 -0.10 0.09 -0.629
C -5.249 1.879 -4.658 0.64 0.54 -0.90 -1.127
H -7.258 4.122 -4.393 0.00 0.08 0.57 0.321
C 2.023 -0.075 1.012 1.40 0.13 -1.43 -1.244
H -1.011 -7.123 -1.392 0.10 -0.23 0.12 0.321
O 0.030 -2.036 -4.511 -0.19 0.06 -0.11 -0.629
H -6.227 1.619 -2.850 0.04 -0.29 0.43 0.198
H 0.106 4.566 -3.452 0.08 0.22 -0.19 0.321
H 8.803 2.683 2.068 0.22 0.00 0.14 0.324
O 8.012 2.857 1.556 -0.23 0.16 0.06 -0.647
H 1.023 -1.657 8.101 0.05 -0.17 0.21 0.319
O -0.546 -4.352 4.395 0.17 -0.11 -0.22 -0.629
O 0.642 -1.087 7.434 -0.26 -0.03 -0.19 -0.622
H -7.978 2.564 -4.662 0.64 -0.47 -0.40 0.377
H 0.137 3.055 -3.354 0.08 -0.34 -0.10 0.306
Y -2.144 5.020 0.299 0.16 -0.32 -0.23 0.997
O 6.899 0.154 -3.270 -0.20 0.25 -0.08 -0.644
H -0.341 -0.379 -0.553 0.19 -0.29 -0.12 0.302
H -5.033 2.580 -5.464 -0.19 0.51 0.29 0.325
O -1.158 -6.252 -1.761 0.12 0.27 0.02 -0.639
O -5.300 3.438 -2.764 -0.61 -1.66 -1.15 -0.449
H 1.818 3.564 4.702 -0.11 -0.09 -0.20 0.307
C 0.546 0.035 1.388 -0.93 1.72 -0.94 0.655
H 7.373 -2.433 0.693 0.11 -0.27 -0.02 0.316
O 7.153 -1.501 0.668 0.00 0.24 -0.23 -0.617
H 7.201 -0.485 -3.916 0.11 -0.14 -0.20 0.324
C -0.338 -0.840 0.435 0.23 1.05 1.36 -1.058
H 2.861 -5.498 1.320 -0.12 0.00 0.27 0.316
H -2.447 -0.002 6.836 0.21 -0.19 0.18 0.324
O -0.032 3.844 -2.838 -0.28 0.21 0.48 -0.607
H -2.692 0.944 5.680 0.07 0.07 -0.18 0.297
H 1.338 -0.464 7.224 0.15 0.21 -0.04 0.310
H 6.901 -0.325 -2.441 0.03 -0.12 0.32 0.315
H 3.098 3.532 5.510 0.28 -0.03 0.04 0.323
H -7.336 -0.839 2.312 -0.27 -0.09 0.03 0.327
H -8.056 3.053 -3.086 0.08 0.97 0.26 0.309
H -1.363 -0.832 0.805 -0.02 -0.07 -0.03 0.275
H 6.586 -1.368 1.428 -0.12 0.06 0.21 0.310
H -0.085 -2.533 -3.701 -0.05 -0.24 0.17 0.319
H 0.658 -0.469 2.348 -0.63 -0.20 1.15 0.141
H -0.619 -4.343 5.349 0.00 -0.03 0.27 0.321
H -1.995 -6.324 -2.219 -0.20 -0.01 -0.14 0.319
H 2.160 0.252 -0.019 -0.21 0.59 -0.17 0.314
H 3.028 2.158 -5.482 0.06 0.19 -0.17 0.310
H 7.972 2.137 0.926 0.00 -0.19 -0.21 0.322
O 2.200 3.865 5.526 -0.16 0.10 0.13 -0.629
H -1.042 -3.585 4.109 -0.16 0.16 -0.06 0.308
O -3.058 0.664 6.519 -0.22 0.11 0.02 -0.626

71
Properties=species:S:1:pos:R:3:forces:R:3:mulliken_charge:R:1 method="wB97M-V/def2-TZVPD" homo_ha=-0.386 spin_multiplicity=1 total_energy_ha=-2361.40399 max_force_ev_per_a=1.340
O -1.523 -2.294 0.097 -0.73 -0.10 0.08 -0.322
H -0.333 -2.757 1.754 0.26 -0.18 -0.43 0.062
H -4.696 -1.622 2.505 -0.19 0.09 0.07 0.399
H 6.363 6.859 -3.027 0.02 -0.04 -0.04 0.299
O 5.704 7.163 -3.657 -0.06 0.05 -0.08 -0.643
O 0.871 0.075 2.678 -0.02 -0.30 0.13 -0.541
O -1.725 -0.279 5.006 0.01 0.04 0.20 -0.584
H -1.012 2.464 -2.096 0.05 0.03 0.20 0.356
O 3.794 3.253 -1.751 -0.04 -0.09 0.05 -0.590
H -2.193 -0.336 1.841 -0.04 -0.08 -0.28 0.303
H -2.242 3.262 0.389 0.03 -0.11 0.01 0.312
H 0.961 3.693 -2.414 0.15 0.14 0.08 0.285
H -0.572 -2.395 -2.894 -0.04 0.08 -0.06 0.295
H 1.526 1.538 5.590 -0.08 0.02 -0.07 0.310
H -0.470 2.105 1.454 0.36 0.17 0.32 0.503
S -2.926 -2.879 0.613 0.09 -1.02 -0.86 1.037
H 1.495 0.060 5.949 -0.05 -0.03 -0.05 0.314
H -2.623 4.242 1.504 -0.03 -0.04 0.04 0.274
C 1.478 -1.621 0.271 0.30 -0.20 -0.33 0.359
H 3.513 4.179 -1.773 0.01 0.04 0.11 0.326
H 2.948 -3.051 0.701 0.01 -0.03 -0.02 0.380
H 2.582 6.812 -2.021 0.05 -0.03 0.17 0.297
H 4.879 6.778 -3.340 0.03 -0.01 0.20 0.349
H -1.626 -3.366 -2.394 -0.11 0.13 0.02 0.346
H -1.513 -1.209 3.216 0.23 -0.03 -0.18 0.432
H 2.860 5.902 -3.223 -0.08 -0.32 0.05 0.373
H 3.066 4.880 -5.540 -0.05 0.04 -0.02 0.293
O 5.942 3.476 -3.816 0.17 -0.09 0.09 -0.586
C 0.257 1.527 0.888 -0.33 -0.77 -0.72 -1.313
H -2.080 -0.631 5.828 -0.06 0.02 -0.03 0.256
O -1.215 -3.043 -3.205 0.14 -0.27 0.16 -0.654
H 1.191 2.058 0.723 0.03 0.18 0.34 0.351
O -4.059 -2.310 -0.030 0.62 0.50 0.23 -0.565
H 5.311 3.226 -4.497 -0.05 0.02 0.02 0.292
H 2.566 3.736 -4.651 0.04 0.01 0.09 0.304
H 4.750 3.283 -1.874 -0.09 0.00 -0.24 0.275
H -1.048 -6.603 -3.430 -0.02 -0.03 -0.06 0.338
O 2.543 4.694 -4.753 0.04 0.03 -0.08 -0.623
H -1.031 0.335 5.282 0.21 -0.01 0.00 0.296
O -2.078 3.472 1.318 -0.13 0.13 -0.13 -0.615
H -7.973 -3.106 4.759 0.01 -0.02 -0.02 0.321
O 0.980 0.871 6.018 -0.05 -0.01 0.06 -0.638
H -2.242 3.364 -2.077 -0.02 -0.02 -0.13 0.302
N 0.245 -0.967 0.695 -0.01 -0.33 0.77 0.824
O -2.801 -2.338 2.119 0.11 -0.17 -0.83 -0.366
H -7.007 -2.579 5.812 0.06 0.04 -0.02 0.319
O -0.489 -6.028 -3.965 0.02 0.06 0.37 -0.698
O -2.863 -7.215 0.078 -0.08 0.02 0.01 -0.622
O 1.690 -4.724 -2.243 -0.12 -0.10 0.18 -0.635
H 3.041 -1.636 1.731 -0.16 0.12 0.17 0.284
O -5.496 -1.197 2.836 0.03 -0.06 0.00 -0.677
H 0.987 -5.319 -2.546 0.21 -0.01 -0.18 0.374
H -5.992 -1.907 3.261 -0.01 0.02 0.15 0.303
H -3.400 -7.748 0.670 0.00 -0.03 -0.02 0.306
H 6.564 2.740 -3.786 0.04 0.04 -0.03 0.308
H 1.792 -2.883 2.025 0.01 0.20 0.17 0.315
O 0.996 3.152 -1.617 -0.44 -0.17 -0.40 -0.688
O -1.974 2.445 -1.987 0.01 0.10 0.13 -0.620
C 2.352 -2.340 1.268 -0.07 -0.27 -0.26 -1.046
O -7.036 -3.032 4.963 -0.04 0.00 -0.07 -0.650
H 1.699 2.514 -1.799 0.20 0.17 0.14 0.341
H -0.754 -5.131 -3.716 -0.09 0.13 -0.27 0.334
O 3.091 6.040 -2.289 0.01 0.23 -0.34 -0.650
O -2.792 -4.302 0.502 -0.09 0.48 0.92 -0.651
H -3.111 -6.302 0.274 0.11 -0.01 -0.02 0.439
H -0.188 1.353 -0.088 0.04 0.04 -0.06 0.244
C -1.776 -1.291 2.163 -0.12 -0.12 0.60 -0.592
C -0.720 -1.875 1.236 -0.30 0.65 0.13 0.234
O 1.784 -1.566 -0.885 -0.12 0.17 -0.18 -0.542
H 1.263 -3.866 -2.176 0.06 0.09 -0.03 0.288
C 0.498 0.198 1.544 0.12 0.80 0.03 0.561